DFT (ωB97M-V/def2-TZVPD) results for a 8-piece molecular cluster, C25H69F3N6O8 overall at a distorted geometry.

Structure (XYZ):
```
111
Properties=species:S:1:pos:R:3
N -0.802 -0.270 -0.558
H -1.709 -0.605 -0.852
H -0.337 -0.964 0.009
H -0.933 0.610 -0.079
H -0.338 -0.227 -1.454
C 0.250 -3.080 2.279
O 1.071 -2.177 3.017
O 0.051 -2.322 1.101
C 0.539 -4.633 2.391
F 1.801 -4.946 2.203
F 0.197 -5.213 3.563
F -0.103 -5.287 1.483
C 1.398 -2.416 4.387
C 2.160 -1.179 4.768
H 3.035 -1.143 4.119
H 1.539 -0.286 4.695
H 2.669 -1.232 5.730
H 2.095 -3.232 4.581
H 0.450 -2.413 4.925
H -0.687 -2.899 2.805
C -4.104 -1.721 2.068
O -5.449 -1.234 2.141
H -3.578 -1.128 1.320
H -3.599 -1.677 3.033
H -4.229 -2.708 1.623
H -5.638 -0.944 1.246
C 3.666 2.043 0.182
C 3.039 1.797 1.611
C 2.657 3.188 2.339
O 2.171 2.947 3.649
C 1.777 4.230 4.344
N 1.867 1.010 1.220
H 3.750 1.125 -0.400
H 4.611 2.587 0.173
H 2.949 2.543 -0.468
H 3.739 1.299 2.283
H 1.962 3.822 1.789
H 3.487 3.894 2.349
H 1.628 4.010 5.401
H 0.926 4.742 3.894
H 2.606 4.938 4.328
H 1.211 1.249 1.949
H 2.034 0.016 1.285
C 4.998 -3.484 -1.176
C 3.485 -3.544 -1.257
C 3.031 -4.873 -0.616
O 3.567 -5.972 -1.503
C 2.711 -6.285 -2.608
N 2.913 -2.560 -0.293
H 5.377 -2.607 -1.701
H 5.512 -4.302 -1.680
H 5.299 -3.295 -0.145
H 3.170 -3.342 -2.281
H 1.953 -4.777 -0.489
H 3.403 -4.934 0.407
H 1.838 -6.856 -2.294
H 3.067 -7.020 -3.330
H 2.333 -5.409 -3.136
H 3.191 -2.622 0.676
H 1.936 -2.797 -0.191
C -1.184 2.986 2.191
C -1.235 3.353 0.691
C -0.691 4.805 0.446
O -0.708 5.087 -0.964
C -2.077 5.476 -1.320
N -0.536 2.427 -0.041
H -1.650 2.045 2.482
H -1.811 3.678 2.753
H -0.176 3.125 2.582
H -2.290 3.374 0.419
H 0.365 4.878 0.707
H -1.064 5.488 1.210
H -2.432 6.398 -0.859
H -2.853 4.729 -1.154
H -2.000 5.613 -2.399
H 0.454 2.403 0.157
H -0.571 2.860 -0.953
C 3.257 -0.102 -3.158
C 1.789 0.209 -2.681
C 1.121 1.368 -3.494
O -0.366 1.482 -3.385
C -0.859 2.764 -3.544
N 1.025 -1.040 -2.741
H 3.895 0.740 -2.890
H 3.282 -0.416 -4.202
H 3.598 -0.941 -2.551
H 1.873 0.503 -1.635
H 1.227 1.231 -4.570
H 1.627 2.315 -3.304
H -0.430 3.519 -2.886
H -1.921 2.915 -3.348
H -0.797 3.220 -4.532
H 1.230 -1.404 -3.660
H 1.565 -1.588 -2.086
C -3.678 1.636 -1.974
C -4.231 0.454 -1.223
C -5.700 0.077 -1.580
O -6.184 -0.954 -0.736
C -7.451 -1.487 -1.169
N -3.378 -0.655 -1.489
H -3.678 1.371 -3.031
H -2.674 1.925 -1.659
H -4.253 2.535 -1.752
H -4.347 0.597 -0.149
H -5.779 -0.119 -2.649
H -6.414 0.855 -1.310
H -8.242 -0.751 -1.029
H -7.604 -2.330 -0.495
H -7.507 -1.882 -2.184
H -3.906 -1.476 -1.230
H -3.247 -0.734 -2.487
```

Results
E_tot   -60510.18926 eV
HOMO   -7.2 eV
Gap between HOMO and LUMO   7.536 eV

DFT (ωB97M-V/def2-TZVPD) results for C9H11N3OS as an isolated structure at a distorted geometry.

Structure (XYZ):
```
25
Properties=species:S:1:pos:R:3
C 4.169 -0.849 0.082
C 3.661 0.428 0.361
C 2.076 -1.610 -0.236
C 1.605 -0.365 0.051
C -1.798 -2.124 -0.313
C -1.504 -2.290 1.220
C -0.324 -0.286 0.081
C -1.750 1.806 -0.467
C -0.366 1.214 -0.408
N 3.373 -1.886 -0.211
N 2.335 0.658 0.379
N -0.922 -1.178 -0.801
O -2.505 -2.898 -0.914
S -0.990 -0.599 1.703
H 5.252 -1.148 -0.033
H 4.281 1.298 0.537
H 1.433 -2.547 -0.580
H -2.421 -2.481 1.627
H -0.742 -3.036 1.473
H -1.456 2.963 -0.578
H -2.339 1.502 0.469
H -2.174 1.658 -1.424
H 0.182 1.725 0.417
H 0.120 1.180 -1.382
H -1.238 -0.656 -1.630
```

Results
E_tot   -26862.20680 eV
HOMO   -8.6 eV
Gap between HOMO and LUMO   8.938 eV

DFT (ωB97M-V/def2-TZVPD) results for C42H77Cl6N14V as an isolated structure at a distorted geometry.

Structure (XYZ):
```
140
Properties=species:S:1:pos:R:3
V 0.302 -0.434 0.203
C -3.920 -4.252 1.768
C -4.695 -4.669 0.529
N -5.018 -3.632 -0.412
C -6.317 -3.418 -0.888
C -6.265 -2.291 -1.715
N -4.988 -1.960 -1.905
C -4.195 -2.738 -1.138
C -4.460 -1.026 -2.881
H -3.409 -5.025 2.342
H -4.466 -3.688 2.524
H -3.089 -3.607 1.482
H -5.527 -5.314 0.811
H -4.193 -5.359 -0.148
H -7.129 -4.092 -0.657
H -7.006 -1.804 -2.332
H -3.128 -2.601 -1.039
H -3.459 -1.184 -3.285
H -4.461 -0.073 -2.352
H -5.178 -0.772 -3.661
C -5.796 2.566 -0.635
C -4.890 3.721 -0.395
N -3.998 3.942 -1.459
C -4.137 4.925 -2.456
C -3.060 4.753 -3.316
N -2.134 3.982 -2.730
C -2.766 3.369 -1.652
C -0.935 3.573 -3.401
H -5.247 1.633 -0.759
H -6.226 2.727 -1.624
H -6.583 2.527 0.118
H -4.294 3.606 0.510
H -5.470 4.603 -0.127
H -4.991 5.580 -2.555
H -2.949 5.022 -4.356
H -2.400 2.541 -1.062
H -1.125 2.778 -4.122
H -0.175 3.008 -2.861
H -0.413 4.398 -3.885
C -0.683 6.207 0.407
C -0.250 5.407 1.632
N -1.400 4.909 2.360
C -2.362 5.586 3.089
C -3.132 4.631 3.818
N -2.667 3.370 3.437
C -1.646 3.547 2.537
C -2.941 2.005 3.964
H 0.235 6.604 -0.027
H -1.304 7.071 0.644
H -1.224 5.688 -0.385
H 0.444 5.911 2.305
H 0.398 4.595 1.303
H -2.257 6.659 3.134
H -4.014 4.674 4.440
H -0.988 2.772 2.172
H -3.370 1.234 3.323
H -3.735 2.182 4.689
H -2.117 1.615 4.561
C 3.224 -5.308 1.354
C 2.725 -4.693 2.727
N 3.851 -4.132 3.477
C 4.329 -2.851 3.129
C 5.217 -2.538 4.132
N 5.488 -3.659 4.863
C 4.658 -4.692 4.402
C 6.446 -3.759 6.032
H 2.415 -5.810 0.825
H 4.145 -5.848 1.576
H 3.503 -4.642 0.538
H 2.306 -5.464 3.374
H 2.036 -3.873 2.525
H 3.796 -2.427 2.290
H 5.679 -1.581 4.324
H 4.667 -5.655 4.891
H 6.317 -4.714 6.541
H 6.171 -2.881 6.616
H 7.462 -3.710 5.641
C 7.941 1.408 -4.160
C 6.844 0.848 -5.135
N 5.528 0.649 -4.623
C 4.781 -0.587 -4.514
C 3.458 -0.234 -4.184
N 3.515 1.073 -3.764
C 4.779 1.569 -3.925
C 2.453 1.885 -3.198
H 8.127 0.799 -3.276
H 7.824 2.432 -3.803
H 8.879 1.377 -4.715
H 7.269 -0.039 -5.604
H 6.786 1.596 -5.926
H 5.104 -1.473 -5.040
H 2.519 -0.740 -4.018
H 5.092 2.579 -3.705
H 2.879 2.474 -2.386
H 1.669 1.194 -2.888
H 2.006 2.411 -4.042
C 2.208 2.966 3.245
C 2.141 3.895 4.393
N 1.101 3.637 5.325
C 0.868 2.461 6.020
C -0.233 2.565 6.907
N -0.859 3.821 6.553
C 0.041 4.436 5.655
C -2.079 4.405 7.025
H 2.199 1.975 3.698
H 2.930 3.124 2.444
H 1.222 3.046 2.787
H 1.982 4.842 3.877
H 3.129 3.946 4.849
H 1.557 1.657 5.806
H -0.673 1.882 7.619
H -0.196 5.381 5.190
H -1.895 5.216 7.729
H -2.841 3.657 7.243
H -2.394 5.144 6.288
C -0.230 -6.927 -7.129
C -1.308 -6.315 -6.177
N -0.790 -5.546 -5.109
C -1.559 -4.778 -4.146
C -0.601 -4.101 -3.305
N 0.652 -4.553 -3.667
C 0.527 -5.494 -4.712
C 2.000 -4.155 -3.133
H 0.334 -6.210 -7.726
H -0.514 -7.811 -7.700
H 0.444 -7.401 -6.416
H -1.804 -7.172 -5.723
H -2.027 -5.643 -6.645
H -2.632 -4.902 -4.158
H -0.738 -3.516 -2.407
H 1.345 -5.939 -5.259
H 1.928 -3.258 -2.518
H 2.786 -4.055 -3.881
H 2.180 -4.909 -2.366
Cl -0.231 -2.991 0.499
Cl -0.230 -0.809 -2.402
Cl 0.682 2.119 -0.126
Cl -2.440 0.198 0.498
Cl 2.816 -0.906 -0.088
Cl 0.515 0.050 2.905
```

Results
E_tot   -166456.25175 eV
HOMO (spin up / spin down)   -15.3 / -15.3 eV
Total charge   +4
Multiplicity   3
Expectation value of S²   2.032
Gap between HOMO and LUMO (spin up / spin down)   7.500 / 8.064 eV

DFT (ωB97M-V/def2-TZVPD) results for C17H37AlClN2O4P as an isolated structure at a distorted geometry.

Structure (XYZ):
```
63
Properties=species:S:1:pos:R:3
C -0.468 -3.720 -4.339
P -0.694 -2.018 -5.098
O -2.191 -1.394 -4.567
Al 0.972 -0.559 -4.210
Cl 2.107 -1.769 -2.690
C 2.053 0.067 -5.801
C 3.419 0.751 -5.556
C 4.406 -0.041 -4.718
N 4.464 0.548 -3.352
C -0.021 0.906 -3.236
C 0.791 2.167 -2.938
C 0.021 3.091 -1.917
C 0.479 2.771 -0.529
O 0.369 1.722 -0.070
O 1.036 3.747 0.225
H -0.770 -4.460 -5.063
H -1.096 -3.791 -3.456
H 0.570 -3.852 -4.083
H -2.137 -1.267 -3.609
H 1.445 0.799 -6.333
H 2.194 -0.767 -6.487
H 3.887 0.870 -6.536
H 3.321 1.761 -5.179
H 5.416 0.035 -5.112
H 4.159 -1.100 -4.694
H 4.684 -0.184 -2.691
H 3.521 0.855 -3.155
H -0.882 1.184 -3.841
H -0.390 0.541 -2.283
H 0.940 2.782 -3.818
H 1.734 1.945 -2.455
H 0.134 4.145 -2.158
H -1.018 2.804 -1.945
H 1.095 4.559 -0.297
C -2.970 0.692 5.248
C -2.510 -0.761 4.994
C -1.309 -1.085 5.886
C -0.016 -0.414 5.423
C 0.261 -0.724 3.952
C -0.915 -0.394 3.033
N -2.197 -0.967 3.550
O -2.236 -2.225 3.295
C -1.036 1.132 2.862
C -0.606 -0.909 1.628
C -3.696 -1.625 5.417
H -2.148 1.391 5.386
H -3.598 1.052 4.432
H -3.563 0.750 6.162
H -1.152 -2.168 5.906
H -1.531 -0.787 6.914
H -0.063 0.667 5.585
H 0.816 -0.774 6.033
H 1.144 -0.175 3.620
H 0.510 -1.786 3.860
H -1.952 1.393 2.331
H -0.203 1.516 2.275
H -1.014 1.686 3.800
H -0.394 -1.977 1.612
H 0.272 -0.405 1.230
H -1.435 -0.713 0.947
H -4.569 -1.428 4.791
H -3.964 -1.401 6.450
H -3.473 -2.689 5.369
```

Results
E_tot   -57810.46711 eV
HOMO (spin up / spin down)   -3.7 / -3.7 eV
Total charge   -1
Multiplicity   2
Expectation value of S²   0.754
Gap between HOMO and LUMO (spin up / spin down)   6.031 / 5.946 eV

DFT (ωB97M-V/def2-TZVPD) results for an isolated molecule of CH6NOP at a distorted geometry.

Structure (XYZ):
```
10
Properties=species:S:1:pos:R:3
C 1.352 -0.210 -0.032
N -0.007 -0.677 -0.199
P -1.210 0.379 0.197
O -2.761 -0.294 -0.214
H 1.250 0.861 0.307
H 1.885 -0.737 0.761
H 1.931 -0.218 -1.026
H -0.268 -1.503 -0.687
H -1.033 0.842 1.484
H -1.139 1.558 -0.589
```

Results
E_tot   -13959.44038 eV
HOMO   -9.3 eV
SMILES   CN[PH2]=O
Gap between HOMO and LUMO   10.005 eV

DFT (ωB97M-V/def2-TZVPD) results for an isolated ion of composition C5H12NO and charge +1 at a distorted geometry.

Structure (XYZ):
```
19
Properties=species:S:1:pos:R:3
C 1.020 -2.167 -1.292
C -0.210 -1.722 -1.004
C -0.630 -1.059 0.310
C 0.120 0.309 0.349
N 0.389 0.853 1.721
C -0.599 1.342 -0.479
O -0.007 2.629 -0.221
H 1.902 -1.730 -0.829
H 1.126 -2.939 -2.040
H -1.016 -2.089 -1.643
H -0.414 -1.699 1.157
H -1.702 -0.803 0.336
H 1.100 0.207 -0.139
H 0.964 1.706 1.707
H 0.909 0.208 2.320
H -0.399 1.193 2.285
H -0.489 1.119 -1.537
H -1.648 1.399 -0.163
H -0.417 3.242 -0.836
```

Results
E_tot   -8909.48794 eV
HOMO   -13.4 eV
SMILES   C=CC[C@H]([NH3+])CO
Total charge   +1
Gap between HOMO and LUMO   9.886 eV